ORCA calculation (wB97M-V/def2-TZVPD) on a cluster of 11 separate species, C47H98F6N2O30P2S5 in total in a non-equilibrium geometry.

The value obtained for the HOMO energy is -0.2989 Eh. For the electronic energy, the calculation gives -7489.06016 Eh. As for the LUMO energy: -0.55 eV.

```
! wB97M-V def2-TZVPD RIJCOSX def2/J DEFGRID3
* xyz 0 1
C -1.3431 -2.5279 -7.1266
C -2.7562 -3.0138 -6.7830
C -2.7253 -3.4958 -5.3976
N -3.8035 -4.4891 -5.0160
C -3.6100 -4.7775 -3.4722
C -4.3401 -6.0596 -2.9791
C -4.0087 -7.2139 -3.9163
C -4.3637 -6.9047 -5.3876
C -3.6193 -5.7341 -5.9132
C -5.2300 -3.9124 -5.2278
H -1.1892 -1.6139 -6.5531
H -1.4754 -2.2547 -8.1735
H -0.5490 -3.2719 -7.0625
H -3.0394 -3.7642 -7.5212
H -3.5472 -2.2672 -6.8535
H -2.9427 -2.7270 -4.6560
H -1.7748 -3.9865 -5.1884
H -2.5346 -4.9552 -3.4667
H -3.8701 -3.8624 -2.9402
H -3.9934 -6.3624 -1.9910
H -5.4118 -5.8970 -2.8648
H -2.9759 -7.5112 -3.7345
H -4.6769 -7.9932 -3.5501
H -4.1132 -7.7350 -6.0478
H -5.4394 -6.7559 -5.4810
H -2.5785 -6.0567 -5.9427
H -3.9651 -5.5038 -6.9209
H -5.8844 -4.6895 -4.8329
H -5.4060 -3.8337 -6.3006
H -5.4447 -3.0662 -4.5752
C 2.9086 -0.1961 -0.1841
F 3.6163 0.5951 0.6186
F 3.1626 0.1301 -1.4636
F 3.2986 -1.4660 -0.0694
S 1.0314 -0.0188 0.1355
O 0.7199 1.4051 0.0629
O 0.4194 -0.8217 -0.9050
N 0.9287 -0.5984 1.6902
S -0.5152 -1.0382 1.7529
O -1.5190 -0.0658 1.3155
O -0.7176 -2.3881 1.2516
C -0.8173 -1.2596 3.6590
F -0.5048 -0.1466 4.3460
F -2.1717 -1.4946 3.8158
F -0.1627 -2.3580 4.0844
C 3.9351 7.2117 1.4014
C 2.4692 7.6401 1.0290
C 2.1851 9.0639 1.4006
S 3.8260 9.8413 1.6821
O 3.9945 10.0460 3.1324
O 4.0731 11.0279 0.8290
C 4.8404 8.3775 1.1084
H 4.3308 6.3566 0.8533
H 3.9384 6.8889 2.4425
H 1.9195 6.8420 1.5279
H 2.1903 7.3465 0.0170
H 1.6453 9.3282 2.3099
H 1.8334 9.7509 0.6310
H 5.8376 8.4561 1.5415
H 4.9474 8.4628 0.0270
C 11.3889 3.8105 1.9035
C 12.4457 3.6136 0.8220
C 11.8430 3.9279 -0.5326
S 10.0724 3.3379 -0.4841
O 9.9476 1.9592 -0.9299
O 9.2041 4.4192 -0.9499
C 10.0319 3.2164 1.3566
H 11.3180 4.8900 2.0371
H 11.7860 3.3716 2.8188
H 12.7665 2.5861 0.9933
H 13.3327 4.2183 1.0109
H 12.2708 3.4391 -1.4078
H 11.7047 4.9998 -0.6745
H 10.2230 2.1478 1.4555
H 9.0407 3.4403 1.7507
C 0.8260 -2.1226 10.4529
C 1.9946 -1.8888 11.5221
C 1.5642 -1.2359 12.8342
S -0.2965 -1.3036 12.8316
O -0.8349 -0.0267 13.2801
O -0.7863 -2.5496 13.3550
C -0.5291 -1.4246 10.9346
H 0.6971 -3.2035 10.3964
H 1.1406 -1.6816 9.5071
H 2.5478 -1.1240 10.9771
H 2.6093 -2.7730 11.6909
H 1.8688 -0.1902 12.7894
H 1.7812 -1.7233 13.7846
H -0.6387 -0.3876 10.6171
H -1.4768 -1.8993 10.6803
C 1.0268 6.1140 10.3886
O 0.6020 6.1082 9.0123
C 1.3022 6.6373 7.9778
O 2.1461 7.5427 8.0607
O 0.9425 6.0416 6.8243
C -0.1205 5.0575 6.7178
H 1.3749 7.1078 10.6704
H 1.8872 5.4628 10.5433
H 0.1949 5.8486 11.0409
H -1.0389 5.6343 6.8270
H 0.0117 4.2560 7.4445
H -0.1349 4.5825 5.7369
C -7.9984 -2.9935 3.6457
O -7.8083 -1.7901 2.9692
C -7.4685 -1.8377 1.7032
O -7.4413 -2.8505 0.9611
O -7.3076 -0.5838 1.3812
C -7.1552 -0.2178 0.0529
H -7.4710 -2.9553 4.5989
H -7.7819 -3.9078 3.0932
H -9.0526 -2.9945 3.9227
H -7.1566 0.8686 -0.0362
H -7.8506 -0.6613 -0.6597
H -6.1735 -0.6258 -0.1874
C -4.3050 5.1457 0.9638
O -5.7148 5.1088 1.1120
C -6.3034 5.3052 2.2721
O -5.6492 5.4628 3.3221
O -7.6435 5.3323 2.0990
C -8.4347 5.4781 3.2765
H -4.0019 4.4686 0.1652
H -3.7134 4.8013 1.8121
H -4.0201 6.1765 0.7534
H -8.4681 6.5310 3.5563
H -8.0441 4.9287 4.1331
H -9.4197 5.1561 2.9387
C 10.5419 -4.2929 3.5171
O 9.6082 -3.2368 3.3232
C 8.3526 -3.3066 3.8454
O 7.7681 -4.2746 4.3336
O 7.9170 -1.9938 3.8309
C 6.7325 -1.6986 4.5762
H 10.7824 -4.4217 4.5724
H 11.5065 -4.0911 3.0514
H 10.1216 -5.1955 3.0734
H 6.6540 -1.7297 5.6629
H 5.9636 -2.3449 4.1530
H 6.4905 -0.7047 4.1997
C -3.5625 3.6874 -6.0369
C -4.5205 3.8089 -7.2183
O -5.7353 4.4504 -6.9886
P -6.9886 3.4855 -6.7899
O -6.7364 2.1896 -6.1116
O -8.0799 4.3296 -6.0349
C -9.3797 3.8022 -5.7946
C -10.0842 4.8637 -4.9441
O -7.5903 3.3401 -8.3376
C -7.9084 4.5148 -9.0159
C -7.8433 4.2244 -10.5067
H -3.6788 4.5639 -5.3995
H -3.8301 2.8301 -5.4191
H -2.5424 3.5906 -6.4085
H -3.9878 4.3485 -8.0013
H -4.7099 2.8325 -7.6644
H -9.8953 3.3852 -6.6597
H -9.3331 2.9595 -5.1049
H -10.9642 4.5094 -4.4073
H -9.4746 5.1467 -4.0859
H -10.2604 5.7970 -5.4789
H -8.8720 4.8712 -8.6517
H -7.3041 5.3031 -8.5671
H -8.6756 3.6336 -10.8891
H -7.8666 5.2022 -10.9879
H -6.8856 3.8470 -10.8654
C 2.3452 -7.4453 -0.3238
C 3.1230 -6.3296 -1.0810
O 3.9975 -6.9832 -1.9685
P 3.8454 -6.7490 -3.5509
O 2.4124 -6.6282 -3.9707
O 4.8081 -5.4682 -3.8505
C 6.2274 -5.6522 -3.9975
C 6.8736 -4.5735 -4.8638
O 4.6619 -8.0281 -4.1920
C 4.0046 -9.2845 -4.4539
C 3.2547 -9.9476 -3.3113
H 1.6604 -8.0005 -0.9648
H 3.0239 -8.0582 0.2693
H 1.6084 -7.1677 0.4300
H 2.4070 -5.7373 -1.6508
H 3.6975 -5.7149 -0.3881
H 6.6878 -5.5034 -3.0208
H 6.4683 -6.6557 -4.3484
H 6.3869 -4.6673 -5.8345
H 6.6782 -3.5205 -4.6609
H 7.9462 -4.7543 -4.9327
H 3.4458 -9.3207 -5.3891
H 4.8696 -9.8900 -4.7245
H 2.3487 -9.4141 -3.0238
H 2.8638 -10.9291 -3.5795
H 3.9389 -10.0677 -2.4713
*
```